# 1
77
Properties=species:S:1:pos:R:3 method="wB97M-V/def2-TZVPD" lumo_energy_ev="-5.370 / -5.431" multiplicity=3 total_charge=+2
Ti 0.40934 -0.40758 0.02983
O 0.61702 -2.79362 0.31596
C 0.93318 -3.78056 -0.69243
C 0.26963 -3.38764 -2.00096
C 0.53313 -1.91551 -2.36339
C 1.99002 -1.57427 -2.15565
C 2.93311 -1.83484 -3.13875
C 4.27072 -1.62746 -2.85345
C 4.62868 -1.17358 -1.59050
C 3.62915 -0.91953 -0.67550
N 2.33373 -1.10975 -0.94640
H 1.04536 -3.04449 1.14495
H 0.57902 -4.75719 -0.36264
H 2.01648 -3.83551 -0.81699
H -0.80644 -3.56623 -1.96792
H 0.67379 -4.03271 -2.78290
H -0.16845 -1.30901 -1.76488
H 0.23824 -1.71153 -3.39210
H 2.61734 -2.19213 -4.11092
H 5.02738 -1.82031 -3.60269
H 5.66336 -1.01192 -1.32249
H 3.86376 -0.53952 0.31056
S 0.25463 5.49172 -0.61955
C -0.04787 7.16798 -0.50876
C -1.13015 7.43335 0.27014
C -1.69069 6.25845 0.83607
C -1.02804 5.11977 0.47446
C -1.30551 3.74042 0.88978
C -0.77257 2.66444 0.15675
N -0.95074 1.39183 0.45539
C -1.78126 1.10226 1.48650
C -2.34088 2.08900 2.30582
C -3.20538 1.70405 3.38694
C -3.55735 0.41645 3.55875
C -3.06794 -0.60440 2.67286
C -3.51836 -1.93069 2.72590
C -3.07844 -2.85173 1.79895
C -2.10181 -2.41268 0.88505
N -1.61063 -1.18920 0.83604
C -2.14000 -0.27051 1.68354
C -3.55577 -4.24000 1.74576
C -3.17979 -5.23356 0.88171
C -3.83418 -6.46655 1.12674
C -4.69639 -6.38987 2.17636
S -4.76532 -4.81770 2.82735
C -2.06021 3.42769 2.00024
H 0.57164 7.86663 -1.04840
H -1.50784 8.42986 0.44493
H -2.55861 6.26701 1.48208
H -0.16939 2.87595 -0.71513
H -3.59721 2.47672 4.03648
H -4.24083 0.12996 4.34832
H -4.24044 -2.20964 3.48560
H -1.69396 -3.11932 0.18166
H -2.45162 -5.10583 0.09145
H -3.66388 -7.36992 0.56018
H -5.31687 -7.17105 2.58647
H -2.45753 4.21083 2.63550
Cl 1.09935 -0.08517 2.60281
C 2.47667 -0.92335 3.40529
Cl 2.92104 -2.43243 2.62574
H 2.14880 -1.12404 4.41692
H 3.32341 -0.24941 3.38278
S 3.65390 3.19063 -0.42014
C 2.58152 2.06805 0.29376
N 1.75161 1.46481 -0.50087
C 1.90617 1.93792 -1.80677
C 1.11970 1.58217 -2.90409
C 1.38649 2.16184 -4.12410
C 2.42505 3.09338 -4.26991
C 3.19611 3.47321 -3.19247
C 2.91879 2.88816 -1.95684
H 2.61581 1.87833 1.35747
H 0.29313 0.89131 -2.78771
H 0.77992 1.90815 -4.98314
H 2.61235 3.53298 -5.24018
H 3.98383 4.20662 -3.30125


# 2
82
Properties=species:S:1:pos:R:3 method="wB97M-V/def2-TZVPD" lumo_energy_ev="-3.979 / -3.981" multiplicity=2 total_charge=+1
Ru -0.00265 -0.52280 -2.93129
C 2.23591 -3.14017 -6.68493
C 1.38436 -2.43699 -7.44727
C 0.23136 -1.62993 -7.08227
C -0.23234 -1.13835 -5.89979
N 0.26606 -1.43320 -4.61781
C 2.06974 -3.31773 -5.23271
N -1.27381 -0.21839 -6.02683
C -1.55984 0.66480 -5.16027
N -0.98831 0.87792 -3.89399
C -1.43829 2.06424 -3.38795
N -1.13906 2.67922 -2.28926
C -0.35033 2.17844 -1.30392
C -0.09805 2.87394 -0.17927
C 0.45623 2.23067 1.03614
C 1.58766 1.23811 0.78082
C 1.30245 0.45567 -0.53069
N 0.13569 0.80596 -1.35331
C -2.41668 2.63455 -4.33427
C -3.15498 3.80262 -4.27659
C -4.01998 4.05889 -5.33162
C -4.12928 3.17266 -6.40545
C -3.37522 2.00796 -6.45907
C -2.52421 1.75674 -5.39890
H 3.05007 -3.67855 -7.15290
H 1.56720 -2.46226 -8.51519
H -0.34723 -1.26600 -7.92011
H 2.94874 -3.47093 -4.61453
H -0.45804 3.89149 -0.13417
H 0.71709 2.96386 1.79839
H 2.62928 1.49627 0.95070
H 2.16299 0.29872 -1.17688
H -3.05598 4.48042 -3.43984
H -4.62047 4.95895 -5.32628
H -4.81308 3.40301 -7.21182
H -3.44327 1.31974 -7.29030
C 3.60526 -1.88268 4.33435
C 2.38636 -2.63377 3.82778
N 1.77426 -1.96704 2.66506
C 1.84268 -2.54585 1.47770
C 1.41120 -1.96457 0.27680
C 1.71681 -2.60688 -1.06750
O 2.45042 -3.58110 -1.06052
O 1.21113 -1.99572 -2.05888
C 0.96666 -0.69766 0.35810
O -0.89043 -0.10743 -1.16018
C 0.80831 0.06376 1.60190
C -0.38840 1.06207 1.68960
C -0.77540 1.38322 3.07802
F -1.68411 2.37443 3.12976
C -0.28343 0.81341 4.18180
C 0.60977 -0.34458 4.02785
C 1.09892 -0.71707 2.83983
N -0.66361 1.09452 5.52685
C -1.86946 1.88377 5.76865
C -2.09274 1.96822 7.28531
N -1.38072 0.80958 7.91832
C 0.10969 1.00292 7.81745
C 0.41626 1.52677 6.40691
H 4.02541 -2.40814 5.19111
H 3.35540 -0.86772 4.64172
H 4.37145 -1.82882 3.56181
H 1.62625 -2.75041 4.59988
H 2.65530 -3.63551 3.50056
H 2.35941 -3.49865 1.41514
H -1.25662 0.78259 1.08928
H 0.75713 -0.95496 4.90793
H -2.71097 1.38756 5.28751
H -1.81064 2.90208 5.37683
H -3.14660 1.92336 7.54785
H -1.65958 2.86452 7.72546
H -1.61983 -0.03160 7.38864
H -1.66661 0.67216 8.88668
H 0.56824 0.03569 8.01283
H 0.40203 1.70319 8.59747
H 1.36509 1.11419 6.07083
H 0.52477 2.61854 6.40821
N 0.40961 -7.14857 -5.41620
C 0.20360 -6.05512 -5.11064
N -0.13520 -4.81906 -4.73240
C 0.73935 -3.90185 -4.80453
N 0.95991 -2.64128 -4.56747


# 3
72
Properties=species:S:1:pos:R:3 method="wB97M-V/def2-TZVPD" lumo_energy_ev=-2.803 total_charge=+1
Hf 0.98462 -0.72696 -0.31334
N 2.49318 -2.02260 -1.71602
C 3.04198 -3.00598 -0.75880
C 3.14757 -2.41335 0.67673
O 4.04740 -2.75789 1.39941
O 2.20688 -1.58613 0.98189
H 2.26962 -2.50323 -2.59024
H 3.25216 -1.36939 -1.94715
H 4.03127 -3.37670 -1.04772
H 2.35897 -3.85831 -0.68389
C -2.35733 4.90521 1.56771
C -2.92322 4.30458 0.45511
C -2.65734 2.97980 0.16808
C -1.83405 2.23592 1.01160
C -1.23552 2.85326 2.10929
C -1.52014 4.17597 2.39792
P -1.28346 0.57933 0.50209
C -2.71741 -0.05669 -0.45404
C -2.54090 -0.82732 -1.59904
C -3.64121 -1.35034 -2.25999
C -4.91917 -1.13717 -1.76916
C -5.09925 -0.39456 -0.61232
C -4.00479 0.14475 0.03929
C -1.54726 -0.59881 1.87864
C -2.21758 -0.30511 3.03966
C -2.58237 -1.33741 3.91692
C -2.32907 -2.64165 3.59302
C -1.64978 -2.97715 2.40166
C -1.44673 -4.31683 2.01551
C -0.88041 -4.60767 0.80897
C -0.39224 -3.57884 -0.01430
C -0.49822 -2.24288 0.32899
C -1.19228 -1.94172 1.54383
H -2.56203 5.94279 1.78016
H -3.56416 4.87280 -0.19995
H -3.09527 2.51796 -0.70491
H -0.55587 2.28363 2.73320
H -1.07292 4.64953 3.25851
H -1.53757 -1.02464 -1.97479
H -3.50701 -1.92929 -3.16260
H -5.76979 -1.56444 -2.27839
H -6.09069 -0.24712 -0.21032
H -4.14228 0.72786 0.93878
H -2.47588 0.71940 3.27115
H -3.09795 -1.08648 4.83080
H -2.68812 -3.44101 4.22419
H -1.76553 -5.10343 2.67971
H -0.77758 -5.63294 0.49228
H 0.04906 -3.87422 -0.96419
N 2.29302 1.11210 0.90988
C 3.46329 0.77226 0.13845
C 4.60157 0.25695 0.74906
C 5.68789 -0.13716 -0.01539
C 5.65810 0.02013 -1.39246
C 4.54626 0.57986 -2.00239
C 3.43600 0.95844 -1.25228
C 2.24719 1.57471 -1.89427
C 2.40533 2.79140 -2.55041
C 1.30558 3.43094 -3.09089
C 0.06467 2.82364 -3.01369
C -0.07368 1.59559 -2.38371
C 1.00286 0.91450 -1.79106
H 2.53758 1.08933 1.90045
H 1.96525 2.05555 0.68380
H 4.62178 0.11976 1.82097
H 6.56463 -0.54370 0.46466
H 6.49522 -0.30017 -1.99332
H 4.53377 0.72985 -3.07197
H 3.38684 3.24081 -2.60778
H 1.40895 4.39150 -3.56991
H -0.79575 3.31104 -3.44832
H -1.06666 1.15812 -2.37334


# 4
78
Properties=species:S:1:pos:R:3 method="wB97M-V/def2-TZVPD" lumo_energy_ev=1.921 total_charge=-1
Pd 0.87673 -1.43144 0.65636
I 0.06599 -0.46171 5.28325
C 1.92928 -0.84769 4.44020
C 2.98275 -1.27394 5.26998
C 4.21231 -1.53703 4.74311
I 5.71945 -2.18876 6.04436
C 4.45845 -1.37473 3.35418
C 5.69049 -1.63313 2.71433
C 5.80584 -1.44323 1.36915
C 4.68755 -0.98216 0.64953
N 3.53685 -0.72580 1.20390
C 3.39960 -0.92442 2.53451
C 2.09048 -0.67026 3.08042
O 1.11676 -0.24972 2.30326
H 2.80015 -1.40204 6.32776
H 6.52706 -1.99431 3.29744
H 6.73355 -1.64815 0.85282
H 4.75437 -0.83000 -0.42198
C -1.14727 1.75074 1.05023
C -2.43424 0.94239 0.91003
C -2.33824 -0.45418 1.55413
Sb -2.52615 -2.22636 0.33670
C -1.89305 -1.37712 -1.53685
C -2.66533 -0.49818 -2.29618
C -2.22186 -0.05332 -3.53447
C -1.00141 -0.48989 -4.03493
C -0.22837 -1.36824 -3.29057
C -0.66982 -1.81042 -2.04901
C -4.63479 -1.95006 -0.09465
C -5.47273 -1.07440 0.59136
C -6.82274 -0.96917 0.27165
C -7.36053 -1.74279 -0.74534
C -6.54071 -2.62446 -1.43823
C -5.19656 -2.72550 -1.11049
Sb 0.46466 0.94996 -0.10617
C 1.93405 2.39986 0.41316
C 2.22792 2.63322 1.75539
C 3.20050 3.55696 2.11067
C 3.89522 4.25133 1.12965
C 3.60766 4.02414 -0.20840
C 2.62919 3.10463 -0.56484
C 0.00142 1.69679 -2.04715
C 0.74982 1.23923 -3.13015
C 0.55907 1.77241 -4.39748
C -0.39815 2.75703 -4.59736
C -1.16493 3.20155 -3.53016
C -0.96298 2.67615 -2.26045
H -0.79210 1.75584 2.08162
H -1.26621 2.78992 0.73351
H -2.68617 0.90908 -0.15233
H -3.25821 1.48086 1.39015
H -3.09433 -0.55847 2.33582
H -1.39281 -0.59454 2.06690
H -3.63156 -0.16523 -1.93131
H -2.83028 0.63620 -4.10851
H -0.65287 -0.14038 -4.99942
H 0.72688 -1.70990 -3.67076
H -0.04888 -2.48905 -1.46485
H -5.07788 -0.45151 1.38523
H -7.45273 -0.27734 0.81844
H -8.41069 -1.66104 -0.99739
H -6.94993 -3.23481 -2.23438
H -4.57071 -3.41614 -1.66752
H 1.70818 2.07699 2.52772
H 3.42194 3.72555 3.15720
H 4.65977 4.96578 1.40813
H 4.14419 4.56277 -0.97980
H 2.41004 2.94621 -1.61481
H 1.48471 0.45344 -2.98670
H 1.15039 1.41068 -5.22977
H -0.55318 3.17088 -5.58623
H -1.92317 3.95946 -3.68504
H -1.56733 3.03613 -1.43621
O 2.58287 -3.78317 0.47140
S 1.13069 -3.92569 0.40746
O 0.59853 -2.93195 -0.67504
O 0.51305 -3.26268 1.63915
O 0.65047 -5.25163 0.14469


# 5
90
Properties=species:S:1:pos:R:3 method="wB97M-V/def2-TZVPD" lumo_energy_ev=-9.570 total_charge=+1
In 12.39103 2.13147 9.19412
S 14.42193 3.91502 7.37493
O 14.77136 3.58654 8.77512
O 13.04385 4.41689 7.51336
O 15.34769 4.78804 6.69156
O 14.18542 2.62775 6.73410
C 13.10323 8.90026 10.74696
C 13.24875 7.86174 9.80767
C 13.30890 6.56264 10.29354
C 13.19464 6.33769 11.67366
C 13.06979 7.37028 12.59035
C 12.97952 8.67957 12.09115
N 13.09336 4.95481 12.16234
O 12.98862 4.06132 11.34348
O 13.25596 4.76414 13.33146
H 13.10098 9.92700 10.40096
H 13.17633 8.09653 8.75714
H 13.28357 5.77244 9.55957
H 12.87831 7.11656 13.62281
H 12.89983 9.48885 12.80252
C 14.23476 -0.27316 2.33734
C 12.87134 -0.23898 2.07073
C 12.00315 0.00071 3.14104
C 12.50215 0.22093 4.41975
C 13.85138 0.33333 4.64799
C 14.72365 0.05123 3.59775
N 11.50657 0.42577 5.48453
O 11.94710 0.36045 6.62752
O 10.36012 0.64666 5.23623
H 15.00158 -0.56713 1.63153
H 12.46676 -0.59682 1.13521
H 10.95869 -0.02717 2.86340
H 14.30294 0.62314 5.58339
H 15.79676 -0.02687 3.70264
C 20.29050 5.53208 5.26712
C 18.95273 5.44500 5.62155
C 18.10893 6.48537 5.39755
C 18.59960 7.60032 4.70901
C 19.93200 7.67768 4.29527
C 20.80379 6.60361 4.53876
N 17.70000 8.73216 4.45392
O 16.79267 8.95540 5.22460
O 17.94491 9.38373 3.44636
H 20.97106 4.71766 5.48766
H 18.58332 4.45371 5.85685
H 17.11011 6.27596 5.76370
H 20.18225 8.56980 3.73870
H 21.76838 6.74530 4.07436
C 13.21887 3.31767 2.57108
C 12.40778 3.67069 1.49981
C 11.32219 4.50377 1.70234
C 10.96338 4.99787 2.95274
C 11.70689 4.57305 4.03451
C 12.91855 3.91260 3.80166
N 9.85957 5.91275 3.08576
O 9.39052 6.06693 4.20152
O 9.42088 6.45552 2.09982
H 14.02903 2.60958 2.47028
H 12.70344 3.20294 0.57000
H 10.74310 4.83806 0.84850
H 11.71569 5.17997 4.93521
H 13.59098 3.79424 4.63676
C 20.29336 3.34387 9.86958
C 20.36220 2.85521 11.17283
C 19.25145 2.89577 12.01213
C 18.01488 3.22574 11.46951
C 17.92694 3.67126 10.16602
C 19.05296 3.67219 9.34669
N 16.83981 3.16075 12.32577
O 16.99860 2.95817 13.51955
O 15.74808 3.23606 11.78904
H 21.19634 3.51109 9.29866
H 21.34656 2.68258 11.58727
H 19.47399 2.63738 13.03655
H 16.97470 3.98816 9.76335
H 18.95015 3.99041 8.31818
C 13.18564 8.31478 4.57964
C 13.02130 9.09788 3.43263
C 13.69414 8.75579 2.26132
C 14.52349 7.62206 2.23873
C 14.84106 6.96696 3.40508
C 14.15614 7.30631 4.56070
N 15.09073 7.14124 0.98176
O 14.77667 7.69644 -0.05462
O 15.85015 6.18621 0.98400
H 12.73309 8.64884 5.50284
H 12.33788 9.93080 3.35344
H 13.51154 9.34061 1.37094
H 15.47109 6.08985 3.46344
H 14.33079 6.69868 5.43960


# 6
84
Properties=species:S:1:pos:R:3 method="wB97M-V/def2-TZVPD" lumo_energy_ev=-0.900 total_charge=0
O 7.93650 14.31037 -18.92963
N 7.06536 13.41590 -18.85850
O 5.87433 13.69998 -18.82084
C 7.48013 12.00074 -18.65200
C 8.76809 11.63842 -19.03089
C 9.15560 10.31840 -19.13275
C 8.22473 9.32126 -18.82916
C 6.94973 9.64209 -18.44128
C 6.61726 10.97955 -18.32665
H 9.42618 12.41825 -19.38466
H 10.18120 10.10810 -19.39789
H 8.54943 8.29203 -18.87001
H 6.16691 8.91521 -18.28238
H 5.65799 11.30608 -17.95304
O 4.27140 10.29247 -26.84159
N 4.17931 10.28964 -25.60490
O 4.68134 11.19427 -24.95098
C 3.45298 9.19765 -24.90007
C 3.63672 9.00863 -23.53324
C 2.86948 8.13486 -22.82353
C 1.94156 7.36820 -23.49899
C 1.73249 7.58676 -24.84704
C 2.49981 8.45485 -25.54766
H 4.31213 9.67928 -23.02288
H 2.88015 8.04328 -21.74748
H 1.32339 6.61636 -23.03100
H 0.90242 7.07318 -25.30923
H 2.25996 8.68915 -26.57429
O 3.10558 22.54967 -24.85067
N 2.80353 22.70762 -23.64850
O 2.33702 23.76396 -23.28171
C 3.19053 21.70741 -22.65258
C 2.30094 21.35638 -21.65979
C 2.65260 20.32858 -20.75954
C 3.87289 19.66582 -20.90232
C 4.74863 20.08025 -21.88996
C 4.49053 21.16420 -22.68302
H 1.30694 21.77401 -21.59704
H 1.97724 20.14544 -19.93689
H 4.15642 18.86822 -20.23162
H 5.75067 19.67766 -21.87496
H 5.17545 21.48493 -23.45400
O 15.00406 6.04570 -19.36817
N 14.22823 5.16118 -19.64351
O 12.99069 5.18214 -19.34268
C 14.82880 3.95373 -20.22895
C 14.04912 2.73565 -20.36899
C 14.57280 1.49507 -20.81974
C 15.95567 1.48174 -20.97145
C 16.79214 2.59098 -20.84917
C 16.22403 3.85912 -20.51751
H 13.02378 2.68403 -20.03376
H 13.91485 0.63869 -20.83061
H 16.35606 0.55583 -21.35714
H 17.86932 2.53097 -20.89908
H 16.84033 4.73976 -20.41230
O 6.21102 5.08641 -23.65147
N 6.19216 4.15484 -22.86550
O 6.86798 4.03354 -21.77093
C 5.25018 3.06996 -23.23543
C 4.76875 2.94430 -24.56009
C 3.95268 1.83935 -24.91579
C 3.58563 0.90182 -23.92547
C 4.05435 1.07652 -22.65454
C 4.89566 2.10617 -22.27626
H 5.08097 3.68081 -25.28566
H 3.56247 1.67524 -25.90938
H 2.92848 0.07668 -24.15723
H 3.87345 0.30440 -21.92138
H 5.28948 2.07431 -21.27113
O -0.12998 13.73059 -15.32009
N 1.03886 13.98177 -15.41372
O 1.82946 13.10029 -15.68753
C 1.55450 15.31904 -15.19150
C 0.68975 16.44691 -15.30358
C 1.11474 17.76981 -15.08140
C 2.46972 17.97645 -14.65988
C 3.33507 16.88018 -14.62641
C 2.88557 15.59095 -14.90417
H -0.37080 16.30922 -15.45411
H 0.39271 18.57058 -15.14342
H 2.83891 18.95413 -14.38739
H 4.38188 16.91164 -14.36261
H 3.64857 14.82683 -14.88569


Number 1: DFT total energy -126483.140 eV. Number 2: DFT total energy -65636.360 eV. Number 3: DFT total energy -55486.710 eV. Number 4: DFT total energy -93136.521 eV. Number 5: DFT total energy -95498.159 eV. Number 6: DFT total energy -71309.973 eV.